(1)
39
Properties=species:S:1:pos:R:3 method="wB97M-V/def2-TZVPD" homo_ev="-20.1307 / -20.0042" s2=6.04 multiplicity=5 total_charge=+3
H -1.2700 -1.2176 5.0198
C -0.0240 0.4343 4.5148
Cl 1.3197 0.6542 0.3958
H 1.5032 3.2779 -2.6702
C -1.2089 -0.4636 4.2230
C 1.2847 -0.2743 4.2102
Cl 2.4594 -1.1117 -2.1403
H -0.0849 1.3933 3.9820
H 0.3924 -2.2044 -3.7743
H 0.4635 1.9311 -4.5706
H 1.5031 -0.9557 5.0494
H 1.3216 2.9381 -0.9197
N -1.0777 -1.1567 2.9488
H -0.0307 0.6618 5.5854
H -1.9012 -1.5015 2.4666
H -1.0455 -3.2737 -3.7054
H 2.0613 -1.2058 2.4258
H -0.5772 0.4830 -4.3931
H -1.2454 3.0460 -2.6427
Ru 0.3080 -0.8277 -1.1840
O -2.1494 0.0817 0.2560
C 0.0887 -1.5186 2.3979
H -1.1835 2.5707 -0.9123
S 0.0680 -2.5018 0.9752
C 0.3547 0.9609 -4.0698
C -0.3496 -2.6755 -3.1042
H -2.1158 1.5727 -2.0844
H 0.2383 -3.3713 -2.4793
C -1.1766 -0.3407 -0.2276
N 1.2195 -1.0835 2.9793
P 0.2786 1.1999 -2.2790
C 1.5349 2.4971 -1.9028
C -1.1284 -1.6795 -2.2863
H 2.5312 2.0450 -1.8857
H 2.1035 0.4555 4.1269
H 1.2047 0.3100 -4.3101
H -2.1296 0.1256 4.2041
O -2.3177 -1.4713 -2.2730
C -1.2228 2.1959 -1.9460

(2)
16
Properties=species:S:1:pos:R:3 method="wB97M-V/def2-TZVPD" homo_ev=-11.5674 smiles=CC.CC multiplicity=1 de_lowest_kcal_mol=9.57
H -2.5713 1.2016 -0.8059
H 1.7805 -0.4341 0.7466
H 0.7433 -1.0772 -0.4863
C -1.6694 0.4046 1.0099
H -2.1107 -0.5788 1.1814
C 2.8587 -1.1656 -0.8902
H 2.7205 -1.2272 -1.9743
H -0.7794 0.3830 0.3927
H -2.9138 2.2668 0.5924
H 1.5151 0.5217 -0.8457
H -3.7482 0.8329 0.3609
C -2.7281 1.2417 0.2764
H 3.0213 -2.1726 -0.5140
H 3.7593 -0.5697 -0.7126
H -1.4825 0.8049 2.0059
C 1.6048 -0.4320 -0.3371

no.,E (eV)
1,-65488.64598
2,-4342.11320